12
Properties=species:S:1:pos:R:3:forces:R:3:lowdin_charge:R:1 method="wB97M-V/def2-TZVPD" smiles=C#C[C@H](O)CO gap_ev=11.098 lumo_ev=0.824 charge=0
C 2.190141 -0.831708 0.110087 -0.365 0.289 -0.323 0.135
C 1.227278 -0.155478 -0.151763 0.446 -0.233 0.237 -0.069
C 0.038205 0.706806 -0.034881 -0.100 -0.015 -0.017 -0.379
O -0.280681 0.752495 1.356517 0.135 0.169 0.297 -0.033
C -1.223942 0.167424 -0.701822 0.060 0.220 -0.267 -0.229
O -1.367402 -1.215827 -0.518583 -0.069 -0.160 0.288 -0.048
H 3.045431 -1.434016 0.317302 -0.082 0.044 -0.121 0.032
H 0.248848 1.717298 -0.417941 0.008 -0.188 0.076 0.147
H 0.553931 0.684090 1.838543 -0.221 0.054 0.030 0.095
H -2.073414 0.732859 -0.275750 0.273 -0.146 -0.142 0.129
H -1.193525 0.341154 -1.778460 0.028 0.015 0.037 0.126
H -1.192131 -1.395702 0.415122 -0.114 -0.050 -0.094 0.093

73
Properties=species:S:1:pos:R:3:forces:R:3:lowdin_charge:R:1 method="wB97M-V/def2-TZVPD" gap_ev="6.398 / 6.570" lumo_ev="-5.981 / -6.887" spin_multiplicity=6 charge=+2
Ru -0.608622 0.132737 -0.107471 0.335 -0.021 -0.142 1.111
C -1.670449 -2.606359 1.932981 -0.110 -0.027 0.030 -0.074
O -0.583297 -1.793791 1.507193 0.158 0.205 -0.122 -0.289
C 0.452595 -1.721020 2.481531 0.154 0.060 0.015 -0.178
C 1.678833 -1.130585 1.820475 -0.035 -0.242 0.111 -0.143
O 1.414447 0.102680 1.155907 -0.571 0.042 -0.099 -0.235
C 1.667235 1.310843 1.876716 -0.023 0.196 0.145 -0.139
C 0.458248 1.817979 2.629587 0.120 -0.074 -0.085 -0.180
O -0.582675 2.053477 1.688470 0.211 -0.150 -0.003 -0.346
C -1.519246 3.029646 2.145825 -0.101 0.022 -0.003 -0.107
H -1.343337 -3.636997 2.083175 0.043 0.019 -0.019 0.109
H -2.420930 -2.581285 1.147347 -0.007 -0.005 0.027 0.056
H -2.099047 -2.231749 2.867072 0.000 0.038 -0.023 0.107
H 0.707521 -2.723550 2.837539 -0.033 -0.013 0.015 0.144
H 0.114043 -1.127679 3.337251 -0.018 -0.022 -0.012 0.130
H 2.030975 -1.815762 1.048978 0.044 0.029 -0.005 0.143
H 2.462878 -1.002598 2.569042 0.062 0.030 -0.065 0.143
H 1.945216 2.047748 1.123056 0.070 -0.027 0.008 0.144
H 2.499958 1.168808 2.567913 0.046 -0.030 -0.051 0.142
H 0.739538 2.751546 3.124273 -0.026 0.008 0.035 0.142
H 0.117726 1.108800 3.391028 0.008 0.054 0.049 0.130
H -1.003805 3.964867 2.372966 0.025 -0.027 0.002 0.106
H -2.053273 2.678900 3.031531 0.009 -0.022 -0.009 0.103
H -2.228665 3.208825 1.342703 -0.017 -0.013 0.010 0.047
C -0.446544 2.764948 -3.126416 0.115 -0.133 -0.006 -0.341
Se -1.331256 2.454346 -1.429285 -0.449 -0.109 -0.093 0.982
C -2.942257 1.540802 -2.123403 0.218 0.171 0.034 -0.515
C -3.971044 1.336925 -1.031770 0.098 0.034 0.172 -0.490
Se -3.259917 0.455932 0.592973 -0.294 -0.005 -0.156 0.940
C -4.682144 -0.870558 0.810783 0.164 -0.011 -0.070 -0.350
H -0.236057 1.822791 -3.625675 -0.027 -0.004 0.010 0.017
H 0.488319 3.271763 -2.901616 0.003 -0.015 0.009 0.039
H -1.071439 3.407193 -3.740959 -0.044 0.000 0.047 0.039
H -2.623837 0.594638 -2.558640 -0.012 -0.009 -0.033 0.050
H -3.359049 2.173379 -2.906923 0.007 0.008 -0.001 0.083
H -4.776474 0.698647 -1.390633 -0.018 -0.003 0.017 0.079
H -4.393737 2.284073 -0.703782 -0.019 0.003 -0.026 0.074
H -5.632509 -0.344367 0.790833 0.020 0.037 0.016 0.041
H -4.547138 -1.326999 1.787308 0.000 -0.005 0.000 0.027
H -4.652016 -1.625838 0.029831 -0.005 0.009 -0.006 0.023
C -5.831323 0.036537 -7.975164 -0.143 -0.027 -0.061 -0.038
O -4.580723 0.465329 -7.434010 0.007 0.073 -0.029 -0.046
C -3.578841 -0.405153 -7.360661 0.209 -0.113 -0.021 -0.268
C -3.671107 -1.756824 -7.712518 -0.214 0.027 -0.054 0.011
C -2.572687 -2.577622 -7.583062 0.196 -0.102 -0.001 0.016
C -1.376155 -2.084529 -7.050209 -0.261 0.632 0.287 -0.270
C -1.265105 -0.703807 -6.762909 0.059 -0.191 0.055 0.002
C -2.344740 0.117948 -6.925007 -0.076 0.071 0.009 0.020
N -0.324590 -2.958431 -6.897784 0.227 -0.621 -0.228 0.131
N 0.661110 -2.777153 -6.181803 0.028 0.012 -0.019 0.135
C 0.790781 -2.208039 -4.974231 -0.223 0.174 0.112 -0.215
C 2.003389 -1.539158 -4.681824 -0.003 -0.027 -0.047 0.026
C 2.125858 -0.728809 -3.592342 0.094 0.114 0.011 0.028
C 1.053893 -0.566993 -2.666102 0.024 -0.020 -0.124 -0.351
O 1.052144 0.286622 -1.752454 -0.066 -0.189 0.390 -0.100
C -0.091764 -1.471372 -2.815723 -0.076 -0.219 -0.225 -0.139
N -0.986741 -1.479556 -1.810054 -0.020 0.331 0.111 0.038
C -2.034229 -2.280216 -1.887669 0.002 -0.039 0.097 -0.112
C -2.233834 -3.158094 -2.952468 0.093 -0.038 -0.065 0.000
C -1.324367 -3.167242 -3.984033 -0.114 0.042 0.037 0.036
C -0.235214 -2.283200 -3.950167 0.070 0.063 -0.032 -0.071
H -6.472320 0.911710 -7.969864 0.018 -0.002 0.030 0.102
H -6.274464 -0.747828 -7.359101 0.021 0.018 0.003 0.101
H -5.714983 -0.314445 -9.001173 0.052 -0.003 0.016 0.106
H -4.593767 -2.157596 -8.107670 0.046 -0.018 0.024 0.116
H -2.623957 -3.616632 -7.882647 0.006 -0.004 0.039 0.131
H -0.308419 -0.292078 -6.467022 -0.014 0.013 0.031 0.121
H -2.273588 1.185695 -6.762434 -0.002 -0.025 0.030 0.127
H 2.806040 -1.624613 -5.404027 -0.009 0.020 0.011 0.136
H 3.027792 -0.156011 -3.423551 -0.020 0.010 -0.002 0.131
H -2.731014 -2.239939 -1.059142 0.001 0.003 -0.031 0.082
H -3.079251 -3.831332 -2.946785 -0.003 0.009 -0.006 0.123
H -1.438790 -3.869021 -4.798408 -0.007 0.026 -0.067 0.127

Q: Which ΔE to the lowest compared entry with this formula, charge and spin values were calculated for the entries above? A: 63.6; 21.6, in kcal/mol.
Q: Which energy values were calculated for the entries above? A: -8337.7026; -175510.2796, in eV.